No. 1
ORCA calculation (wB97M-V/def2-TZVPD) on 13 unconnected molecules or ions with the total composition C53H77Br24IO5 at a distorted geometry.

Orbital gap (eV): 7.98
Highest occupied orbital energy (eV): -8.477
DFT total energy (a.u.): -64515.9300

XYZ file:
```
160
Properties=species:S:1:pos:R:3:forces:R:3:mulliken_charge:R:1
C -0.846 5.094 1.339 -0.0303 -0.0117 0.5917 -1.2197
C -1.965 4.151 1.836 0.4826 0.2154 -0.7238 0.1259
C -1.944 2.777 1.146 -0.8628 0.5159 0.1387 -0.4627
O -1.673 1.678 2.023 0.1993 -0.0206 -0.1482 -0.6425
C -0.353 1.333 2.081 0.2992 0.1085 0.1057 0.3350
C 0.586 2.100 2.767 -0.1376 0.0872 -0.0288 -0.8185
C 1.927 1.760 2.790 0.4850 0.3510 -0.2775 -0.6078
C 2.878 2.641 3.569 -0.2916 -0.2832 0.3917 -1.3998
C 3.322 1.944 4.843 0.1635 0.0773 0.0758 0.7732
C 2.462 1.122 5.561 -0.2269 -0.1606 0.0996 -0.3073
C 2.887 0.469 6.704 0.2110 0.0342 0.1785 -1.1583
C 4.186 0.630 7.169 -0.4515 0.0954 -0.4283 -0.8855
C 5.052 1.463 6.472 0.5123 -0.2990 0.3183 0.8533
C 6.466 1.650 6.974 -0.7477 -0.0136 0.1660 -1.2916
C 4.612 2.113 5.329 0.0009 -0.0131 -0.1443 -0.2630
C 2.362 0.604 2.118 -0.5295 0.1806 0.1735 0.2667
C 1.402 -0.181 1.475 0.6492 -0.1043 0.3083 0.7525
C 0.072 0.181 1.453 -0.4109 -0.2680 -0.3467 -0.6749
C 1.822 -1.439 0.790 -0.3642 0.2380 -0.2237 -0.0765
O 1.146 -1.873 -0.120 0.3857 -0.0670 0.1448 -0.4907
C 3.071 -2.081 1.260 0.2647 -0.3375 0.1640 -0.2949
C 3.311 -3.450 1.132 -0.0957 -0.1500 -0.4748 0.1415
C 2.336 -4.442 0.543 0.0183 -0.5372 1.0199 -0.4338
C 1.946 -5.562 1.536 -0.3540 0.8490 0.1339 0.5352
C 0.701 -6.296 1.076 0.3698 -0.2799 0.4355 -1.4253
I 1.404 -4.611 3.446 0.1172 -0.1903 -0.0623 -0.0077
C 4.525 -3.954 1.580 0.1263 0.1621 -0.1184 -0.7755
C 5.503 -3.154 2.149 -0.2607 -0.3232 -0.0599 1.1427
C 6.799 -3.787 2.568 0.1129 0.4083 0.1427 -0.8441
O 7.860 -3.535 1.653 0.0161 -0.1760 -0.2020 -0.2518
O 8.207 -2.158 1.769 0.1818 0.1387 0.2035 -0.3647
C 5.242 -1.800 2.308 0.3191 -0.1988 0.0841 -1.3884
C 4.041 -1.281 1.872 -0.3682 0.3404 -0.0715 1.3348
C 3.780 0.179 2.074 0.2641 -0.0800 0.0899 0.3760
O 4.713 0.941 2.214 -0.0002 0.0830 0.0288 -0.6734
H -0.356 5.569 2.188 0.0711 0.1357 -0.0138 0.3263
H -1.239 5.886 0.708 0.0117 0.0124 -0.1407 0.3026
H -0.074 4.562 0.787 0.0378 -0.0760 -0.0850 0.3325
H -1.916 4.029 2.912 -0.0166 -0.1658 0.1537 -0.2309
H -2.916 4.627 1.609 -0.1715 -0.0239 0.1251 0.5029
H -1.278 2.799 0.284 0.2834 -0.2561 0.0941 0.2536
H -2.944 2.608 0.749 -0.0390 -0.3659 0.0340 0.2926
H 0.267 2.982 3.311 0.0517 -0.0137 -0.3172 0.8125
H 3.746 2.896 2.976 0.1064 0.0484 -0.0808 0.4007
H 2.360 3.564 3.834 -0.0547 0.0659 -0.0209 0.6395
H 1.438 0.967 5.251 -0.0613 0.0413 -0.2108 0.4935
H 2.208 -0.178 7.240 -0.1062 -0.0325 0.0123 0.4424
H 4.503 0.102 8.057 0.1581 -0.0069 0.0771 0.3656
H 6.653 0.945 7.781 0.1642 -0.0499 0.0521 0.3479
H 7.207 1.500 6.193 0.0869 0.1770 -0.0711 0.3791
H 6.529 2.649 7.397 0.3741 0.0669 -0.0733 0.1460
H 5.307 2.746 4.790 0.0235 0.0174 -0.0881 0.3920
H -0.640 -0.440 0.929 -0.0343 -0.0020 0.0169 0.3847
H 1.399 -3.992 0.247 0.1143 0.2203 -0.3950 0.2193
H 2.833 -4.929 -0.298 -0.2299 -0.0368 -0.3035 0.4547
H 2.761 -6.220 1.815 -0.0563 0.0719 -0.1529 -0.3941
H -0.159 -5.637 1.143 -0.1111 0.0873 -0.3488 0.4621
H 0.843 -6.681 0.067 -0.0731 0.0274 -0.1316 0.3282
H 0.504 -7.128 1.750 -0.0408 -0.1663 -0.0624 0.4118
H 4.725 -5.012 1.465 -0.0303 -0.1221 0.0147 -0.0825
H 6.716 -4.870 2.574 -0.0229 -0.1357 -0.0162 0.3742
H 7.103 -3.453 3.562 0.0175 0.0316 0.0369 0.3730
H 7.919 -1.789 0.924 -0.1139 -0.0981 -0.0699 0.3328
H 5.982 -1.168 2.774 -0.0621 0.2133 0.0351 0.6998
Br 8.859 4.378 7.592 0.0904 0.1050 0.0641 -0.1092
C 10.610 3.873 8.270 -0.0801 0.0412 -0.2118 -0.5765
C 10.648 2.426 8.680 0.0705 -0.0339 0.2139 -0.5907
Br 9.739 2.131 10.374 -0.0423 -0.0177 -0.0618 -0.1233
H 10.838 4.549 9.087 0.0122 -0.0431 0.0455 0.3665
H 11.301 4.052 7.449 0.0149 -0.0396 0.0026 0.3433
H 11.674 2.104 8.842 0.0130 0.0316 -0.0171 0.3571
H 10.173 1.775 7.953 -0.0060 0.0287 -0.0368 0.3463
Br 5.046 -3.770 -5.390 -0.0776 0.0150 -0.0246 -0.1611
C 3.839 -2.293 -4.994 0.2618 -0.0280 0.0240 -0.6632
C 3.159 -2.471 -3.665 -0.2567 0.0028 0.0418 -0.5501
Br 1.745 -3.803 -3.761 -0.0103 -0.0513 0.0409 -0.0421
H 3.137 -2.233 -5.819 -0.0523 -0.0017 0.0164 0.3648
H 4.464 -1.404 -4.982 -0.0099 0.0100 0.0274 0.4205
H 2.667 -1.551 -3.358 -0.0216 0.0391 -0.0236 0.3372
H 3.838 -2.793 -2.883 0.0671 -0.0077 -0.0086 0.2839
Br -0.808 1.028 -4.449 0.0513 -0.0901 0.0498 -0.1408
C -2.178 1.354 -3.107 0.0452 0.0061 -0.1091 -0.0083
C -2.672 2.774 -3.164 0.0731 0.0384 0.1675 -0.3672
Br -1.396 4.013 -2.376 0.0180 0.0538 -0.1211 -0.1585
H -1.747 1.094 -2.145 -0.0204 -0.0173 -0.0257 -0.0848
H -2.984 0.661 -3.343 -0.0263 0.0516 0.0228 0.1477
H -3.578 2.887 -2.576 -0.0014 -0.0493 0.0253 0.0927
H -2.856 3.118 -4.177 -0.0202 0.0051 -0.0083 0.4448
Br -1.511 -1.873 -1.321 -0.2880 -0.2059 -0.2484 -0.0685
C -1.957 -2.851 -2.943 0.0170 0.3245 0.0736 -0.5562
C -3.374 -2.599 -3.380 -0.0623 -0.2776 -0.1248 -0.2208
Br -4.654 -3.572 -2.283 -0.0051 0.0464 0.0040 -0.1442
H -1.757 -3.899 -2.743 -0.0258 -0.0216 -0.0031 0.4427
H -1.261 -2.492 -3.697 -0.0039 0.0132 -0.0265 0.2728
H -3.529 -2.965 -4.394 0.0212 0.0457 -0.0241 0.2588
H -3.647 -1.550 -3.329 0.0185 -0.0030 0.0212 0.1090
Br -0.915 3.139 5.471 -0.1319 -0.0067 0.4060 0.2376
C -2.315 3.493 6.775 0.0009 -0.0685 -0.1796 -0.6989
C -2.734 4.938 6.767 0.0196 0.0975 0.1937 -0.5679
Br -1.424 6.074 7.647 0.0044 -0.0010 -0.0725 -0.1331
H -1.935 3.171 7.739 -0.0030 0.0459 0.0257 0.3837
H -3.147 2.856 6.482 -0.0155 0.0277 -0.0107 0.3681
H -3.656 5.070 7.330 -0.0081 -0.0409 -0.0021 0.3613
H -2.863 5.329 5.763 -0.0041 -0.0400 -0.0233 0.3221
Br -3.519 5.467 -6.121 0.0338 -0.0902 0.0539 -0.1228
C -5.368 4.952 -6.429 0.1301 0.2134 -0.0816 -0.4245
C -6.236 5.257 -5.240 -0.1734 -0.1357 0.0131 -0.6267
Br -5.946 3.975 -3.805 -0.0914 0.0414 0.0604 -0.0874
H -5.360 3.898 -6.684 -0.0497 -0.0134 0.0123 0.3854
H -5.689 5.530 -7.293 -0.0174 0.0100 0.0053 0.1945
H -7.289 5.167 -5.501 0.0056 -0.0317 -0.0111 0.3528
H -6.050 6.240 -4.821 0.0476 0.0109 -0.0210 0.3960
Br 4.009 -8.043 -1.523 -0.0923 0.0695 0.0294 -0.0893
C 5.681 -8.110 -0.538 -0.1008 0.0131 -0.1935 -0.5400
C 5.579 -8.931 0.715 0.0772 -0.0122 0.2392 -0.5881
Br 4.608 -8.033 2.144 0.1163 -0.0866 -0.0285 -0.1206
H 5.962 -7.078 -0.349 0.0658 -0.0212 0.0767 0.2441
H 6.403 -8.564 -1.212 0.0127 0.0041 0.0000 0.3722
H 6.573 -9.116 1.116 0.0010 -0.0028 0.0040 0.3501
H 5.068 -9.875 0.559 0.0198 -0.0085 -0.0843 0.3950
Br -1.460 -4.368 -6.231 -0.0497 0.0046 0.0432 -0.1034
C -2.680 -5.729 -5.563 0.2712 -0.0243 -0.0131 -0.1400
C -3.665 -6.159 -6.614 -0.2246 0.0230 0.0597 -0.6166
Br -5.057 -4.825 -6.873 0.0499 0.0099 -0.0394 -0.1729
H -3.164 -5.318 -4.682 -0.0557 -0.0375 0.0022 0.1171
H -2.042 -6.562 -5.268 -0.0084 -0.0133 -0.0159 0.1141
H -4.184 -7.063 -6.301 0.0194 0.0023 0.0372 0.4045
H -3.201 -6.322 -7.581 0.0414 0.0079 0.0085 0.3953
Br -10.308 3.926 -3.582 0.0896 0.0240 -0.0048 -0.1393
C -9.493 3.213 -1.966 -0.1615 -0.0690 -0.0820 -0.3265
C -9.763 4.084 -0.769 0.1494 0.0196 0.1039 -0.6542
Br -8.667 5.689 -0.807 -0.0155 0.0663 -0.0462 -0.1350
H -8.433 3.108 -2.176 0.0131 0.0282 0.0206 0.1371
H -9.936 2.230 -1.827 -0.0178 0.0120 0.0320 0.3640
H -9.490 3.567 0.148 0.0165 -0.0211 -0.0159 0.3520
H -10.795 4.411 -0.703 -0.0189 -0.0201 -0.0438 0.3830
Br -4.124 7.147 -9.850 -0.0481 -0.1126 0.0297 -0.1360
C -4.675 5.999 -11.321 0.0784 0.2282 0.0211 -0.5702
C -6.162 5.771 -11.338 -0.0400 -0.1779 -0.0130 -0.5729
Br -6.723 4.504 -9.971 -0.0141 0.0537 0.0112 -0.1350
H -4.110 5.077 -11.227 -0.0382 -0.0352 -0.0021 0.3739
H -4.367 6.523 -12.223 -0.0352 -0.0160 -0.0246 0.3403
H -6.466 5.324 -12.282 0.0329 0.0049 -0.0134 0.3367
H -6.726 6.682 -11.170 0.0285 0.0297 0.0031 0.3657
Br -11.278 5.745 2.892 0.0245 -0.0150 0.0402 -0.1449
C -10.355 7.428 3.213 -0.1342 -0.0392 -0.1459 -0.5914
C -8.940 7.397 2.707 0.1714 0.0502 0.1469 -0.1393
Br -7.778 6.365 3.879 -0.0170 -0.0432 -0.0554 -0.1235
H -10.415 7.618 4.280 0.0352 -0.0010 0.0124 0.3867
H -10.932 8.179 2.678 0.0327 0.0085 -0.0255 0.3461
H -8.518 8.400 2.694 -0.0459 0.0192 0.0179 0.3524
H -8.856 6.954 1.720 -0.0567 -0.0010 0.0010 -0.0881
Br 1.260 -7.429 -5.039 0.0204 0.0050 0.0492 -0.0647
C 1.228 -9.281 -5.630 -0.0003 0.2118 -0.0901 -0.6303
C -0.140 -9.892 -5.483 0.0110 -0.2058 0.1266 -0.5384
Br -0.548 -10.318 -3.630 -0.0342 0.0752 -0.0223 -0.1212
H 1.984 -9.806 -5.056 -0.0302 -0.0491 0.0167 0.3650
H 1.519 -9.256 -6.678 -0.0272 -0.0208 -0.0089 0.3369
H -0.194 -10.838 -6.017 0.0296 0.0085 -0.0173 0.3734
H -0.928 -9.233 -5.834 0.0240 0.0285 -0.0358 0.2728
```
Forces are in eV/Å.



No. 2
ORCA calculation (wB97M-V/def2-TZVPD) on 2 unconnected molecules or ions with the total composition C15H30N4O6S at a distorted geometry.

Orbital gap (eV): 9.57
Highest occupied orbital energy (eV): -9.170
DFT total energy (a.u.): -1658.2464

XYZ file:
```
56
Properties=species:S:1:pos:R:3:forces:R:3:mulliken_charge:R:1
O -2.962 -2.959 -0.152 0.1250 0.1629 -0.0755 -0.6395
O 6.015 0.805 -2.389 0.0487 0.2443 -0.1239 -0.6729
O -4.775 -0.286 -2.756 0.1340 -0.1340 0.5394 -0.6488
O 3.916 -1.440 1.428 -0.1096 0.5241 0.1767 -0.6303
O -1.564 3.481 0.131 0.2437 0.6813 -1.0938 -0.6090
O 1.732 1.024 -1.239 0.7272 0.7308 -0.5949 -0.5786
C -2.291 -2.262 -0.897 -0.8989 -0.5358 0.6608 0.6747
C 5.348 0.275 -1.516 1.2950 -0.9596 -1.2260 0.6474
C -4.991 -0.477 -1.566 -0.9589 0.0690 -1.1881 0.0878
C 4.171 -0.242 1.352 -0.1516 -1.5172 -0.5752 0.2561
N -6.278 -0.727 -1.130 1.1130 0.0603 0.9342 -0.1346
N 5.051 0.357 2.164 0.5365 0.7752 0.2917 -0.1603
N -2.596 -0.925 -1.052 0.1994 -0.1060 -0.3391 -0.0195
N 4.503 1.018 -0.798 -1.2995 0.5798 1.7013 -0.0733
S -2.464 3.132 1.244 0.5541 -0.2936 0.2633 0.5044
C -1.113 -2.859 -1.643 -0.0393 0.3890 -0.1187 -0.9535
C 5.510 -1.212 -1.270 -0.2406 0.2570 0.0442 -0.9065
C -7.413 -0.861 -2.033 0.1615 0.0283 -0.1818 -0.8511
C 5.759 -0.314 3.253 -0.2773 -0.1478 -0.2562 -0.9011
C -1.319 3.153 2.652 -0.2914 -0.6486 0.5289 -0.6793
C -3.847 -0.341 -0.545 -0.0815 -0.1523 0.0659 0.1874
C -2.715 1.352 0.967 -0.1820 -0.3309 0.4496 0.2453
C -3.620 1.147 -0.250 0.0449 0.2941 0.1002 -1.2231
C 1.126 -0.112 0.713 0.8265 -0.5051 0.4011 -0.8545
C 3.545 0.635 0.263 -0.1176 0.2980 -0.7424 -0.2673
C 2.235 0.076 -0.325 -0.7840 -0.2996 0.5834 0.4184
H 0.891 0.714 -1.578 -0.0751 0.0008 -0.0012 0.3208
H -6.398 -0.982 -0.154 0.0062 0.0631 -0.4633 0.2679
H 5.250 1.332 2.001 -0.0238 -0.1056 0.0245 0.2739
H -2.189 -0.476 -1.869 -0.3497 0.0190 0.2725 0.3012
H 4.435 1.968 -1.129 -0.0248 -0.0339 -0.0335 0.2522
H -1.037 -3.929 -1.429 -0.1832 0.3362 0.0767 0.3077
H -1.245 -2.724 -2.720 0.1056 0.0588 0.0387 0.3542
H -0.186 -2.372 -1.333 0.0185 0.0135 -0.1065 0.0596
H 6.123 -1.632 -2.066 -0.0504 0.2298 0.0451 0.3213
H 4.538 -1.699 -1.272 -0.0005 -0.1859 0.2578 0.2699
H 6.010 -1.376 -0.318 -0.1295 -0.1582 0.1125 0.2136
H -7.526 0.041 -2.644 0.0977 -0.2003 0.0890 0.2671
H -7.274 -1.721 -2.696 -0.0348 0.1744 0.0212 0.2831
H -8.335 -1.007 -1.462 0.3112 0.0427 0.0311 0.3330
H 6.038 -1.326 2.950 -0.0923 0.1399 0.0031 0.2932
H 5.111 -0.378 4.129 0.1092 -0.0722 0.0332 0.2940
H 6.664 0.240 3.511 -0.1699 0.0246 -0.1188 0.3414
H -0.493 2.461 2.474 -0.1293 0.0398 -0.1750 0.0447
H -0.911 4.159 2.778 -0.3168 -0.0709 -0.3018 0.3588
H -1.839 2.862 3.568 0.0059 0.0278 -0.0041 0.3532
H -4.155 -0.841 0.379 0.4076 -0.1706 -0.1464 0.3603
H -3.169 0.904 1.855 -0.0399 0.0330 0.0579 0.4591
H -1.745 0.877 0.801 0.0781 0.2609 0.0722 -0.4209
H -4.583 1.632 -0.061 0.0203 -0.0793 -0.1026 0.4682
H -3.177 1.629 -1.130 -0.0996 -0.0400 0.1047 0.3843
H 0.937 0.830 1.227 -0.0570 0.0672 -0.0548 0.2977
H 1.413 -0.871 1.441 -0.1070 -0.0271 0.0850 0.3866
H 0.214 -0.445 0.219 -0.1036 0.0285 -0.0346 -0.2405
H 3.258 1.560 0.761 0.0179 0.3066 -0.0902 0.4886
H 2.420 -0.865 -0.843 0.2317 -0.1862 0.0825 0.0870
```
Forces are in eV/Å.



No. 3
ORCA calculation (wB97M-V/def2-TZVPD) on a molecular structure, C12H19NPdSi at a distorted geometry.

2S+1: 5
Orbital gap (alpha / beta) (eV): 4.21 / 7.25
⟨S²⟩: 6.0269
Relative energy (zero: lowest compared OMol25 entry of this formula, charge and spin) (eV): 0.000
Highest occupied orbital energy (alpha / beta) (eV): -3.465 / -9.131
DFT total energy (a.u.): -940.4531

XYZ file:
```
34
Properties=species:S:1:pos:R:3:forces:R:3:mulliken_charge:R:1
C -0.757 1.072 -3.833 -1.0293 0.5358 -1.2221 -0.5641
C 0.611 1.065 -4.250 0.3415 0.9297 -1.8348 -0.3944
C 1.322 2.037 -3.471 0.2791 1.8302 -1.7064 -0.6948
C 0.380 2.665 -2.591 -0.0915 2.0561 -0.9263 -0.3555
C -0.901 2.063 -2.809 -1.1812 1.2522 -0.7182 -0.5442
Pd 0.492 0.677 -2.247 2.3556 -6.2078 5.8373 0.2703
N -0.901 -0.572 -0.901 -0.1309 0.4749 1.4154 -0.3300
C -0.034 -3.190 -2.286 0.2800 0.0557 -0.3565 -0.6143
C 0.884 -2.511 -2.997 -0.0365 -0.4043 0.2400 -0.4210
H 2.384 2.249 -3.514 -0.3052 -0.0629 -0.0505 0.4204
H 1.052 0.420 -5.005 -0.1675 0.1452 0.2896 0.4513
H 0.604 3.441 -1.866 -0.0434 -0.2610 -0.1559 0.4508
H -1.808 2.276 -2.244 0.3285 -0.0258 -0.2743 0.4448
H -1.534 0.402 -4.198 0.2554 0.2847 0.1081 0.3944
H 0.730 -2.220 -4.046 -0.0502 -0.1781 0.5154 0.2181
H -1.006 -3.491 -2.704 0.4732 0.2527 0.1422 0.2683
H -1.859 -0.779 -1.193 0.1854 -0.1923 0.3635 0.3062
H 1.873 -2.276 -2.578 -0.6201 -0.0540 -0.1762 0.2385
H 0.158 -3.491 -1.249 -0.0447 0.1801 -0.4608 0.2562
C -1.581 0.928 4.139 -0.1573 0.0404 -0.3430 -0.9348
Si -0.124 0.061 3.303 0.3448 -0.0002 1.5890 0.0405
C 1.463 0.925 3.845 0.0438 0.0308 -0.2235 -0.9186
C -0.055 -1.727 3.927 -0.0649 -0.0335 -0.3981 -0.9681
C -0.312 -0.012 1.496 -0.2167 -0.2579 -0.9267 -0.1943
C -0.686 -0.343 0.337 -0.7136 -0.3688 -0.3059 0.5011
H -1.497 0.880 5.235 0.1113 -0.0444 -0.3211 0.2848
H -2.529 0.448 3.856 0.1971 0.1396 0.0739 0.2890
H -1.641 1.988 3.852 0.0026 -0.2615 0.0682 0.3132
H 1.542 0.968 4.941 -0.1502 -0.0720 -0.2598 0.2917
H 2.345 0.387 3.472 -0.1874 0.1393 0.0290 0.2949
H 1.514 1.955 3.468 0.0032 -0.2075 0.0498 0.2946
H -0.932 -2.274 3.551 0.2333 0.0320 0.1335 0.2897
H 0.847 -2.218 3.536 -0.2467 0.0524 0.1084 0.3104
H -0.044 -1.808 5.024 0.0027 0.2002 -0.3033 0.3051
```
Forces are in eV/Å.



Q: Number 1 is which compound?
A: C53H77Br24IO5



Q: Which of these has the highest DFT total energy?
A: C12H19NPdSi



Q: What is the DFT total energy in the third record?
A: -940.4531 a.u.



Q: The highest DFT total energy belongs to which entry?
A: C12H19NPdSi